{
  "formula": "C4H4N4",
  "method": "the ωB97M-V functional and the def2-TZVPD basis",
  "symbols": ["C", "C", "C", "C", "H", "H", "H", "H", "N", "N", "N", "N"],
  "xyz": [[-1.5912, 0.1312, -0.3489], [0.1220, -1.2869, -0.8978], [1.6018, 0.4140, -0.1485], [-0.0846, 0.7237, 1.3288], [-2.2509, 0.7677, -0.7479], [-0.1002, -2.4281, -0.7850], [2.4875, 0.7243, -0.6684], [-0.1660, 0.8694, 2.4288], [-1.2432, -0.6781, -1.1516], [1.3182, -0.8410, -0.5863], [1.0640, 1.3226, 0.5937], [-1.1574, 0.2810, 0.9830]],
  "lowdin_charge": [-0.2680, -0.0937, -0.2768, -0.2241, 0.0859, 0.1365, 0.1008, 0.1234, 0.1060, 0.0828, 0.1189, 0.1084],
  "homo_ha": -0.3636,
  "e_tot_ha": -373.71256,
  "de_lowest_ev": 3.601,
  "charge": 0,
  "fmax_ev_per_a": 9.22
}

{
  "formula": "C4H4NO3",
  "method": "the ωB97M-V functional and the def2-TZVPD basis",
  "symbols": ["C", "C", "C", "C", "N", "O", "O", "O", "H", "H", "H", "H"],
  "xyz": [[-0.7121, -1.8906, 0.7224], [0.1852, 1.2105, 0.3442], [-1.4131, 0.1977, -0.3433], [1.2871, 0.8959, -0.5928], [-1.4927, -0.9150, 0.3217], [0.3536, -2.2786, 0.3061], [0.1848, 1.8068, 1.3763], [-2.0505, 0.9168, -1.0466], [-1.0744, -2.3665, 1.5877], [1.1457, 1.4898, -1.4110], [1.2736, -0.1435, -0.8546], [2.3127, 1.0767, -0.4101]],
  "lowdin_spin": [0.0434, 0.6503, 0.1928, 0.1676, 0.0985, 0.0435, 0.5618, 0.1831, 0.0044, 0.0264, 0.0147, 0.0136],
  "homo_ha": [-0.0127, -0.2073],
  "e_tot_ha": -435.19928,
  "de_lowest_ev": 0.000,
  "charge": -1,
  "multiplicity": 3,
  "fmax_ev_per_a": 4.26
}

{
  "formula": "C4H4O",
  "method": "the ωB97M-V functional and the def2-TZVPD basis",
  "symbols": ["C", "C", "C", "C", "O", "H", "H", "H", "H"],
  "xyz": [[1.3217, -0.1183, -0.0869], [-1.2396, 0.7273, 0.1025], [2.6030, -0.4167, -0.0915], [-0.1221, -0.0616, 0.1178], [2.4284, 0.9709, -0.0829], [-2.0847, 0.4532, 0.5470], [-1.2197, 1.6215, -0.4048], [3.4411, -1.0361, -0.3573], [-0.5001, -1.0886, 0.5470]],
  "lowdin_charge": [-0.1104, 0.0400, -0.0272, -0.1133, -0.0714, 0.0078, 0.0320, 0.1103, 0.1322],
  "homo_ha": -0.2878,
  "e_tot_ha": -229.84890,
  "de_lowest_ev": 4.872,
  "charge": 0,
  "fmax_ev_per_a": 6.12
}

{
  "formula": "C4H4O",
  "method": "the ωB97M-V functional and the def2-TZVPD basis",
  "symbols": ["C", "C", "C", "C", "O", "H", "H", "H", "H"],
  "xyz": [[0.1871, -0.8512, -0.9499], [0.4411, 0.4152, -1.1881], [-0.0728, 0.2707, 1.3897], [-0.5954, 0.1488, -0.1284], [-0.7522, 0.3185, 2.3536], [0.5032, -1.8583, -0.9832], [0.8897, 1.1477, -1.7157], [1.0686, 0.2413, 1.6223], [-1.6694, 0.1672, -0.4002]],
  "lowdin_charge": [-0.0044, -0.0003, -0.2460, -0.2002, 0.0422, 0.0884, 0.0588, 0.1389, 0.1226],
  "homo_ha": -0.3422,
  "e_tot_ha": -229.92894,
  "de_lowest_ev": 2.694,
  "charge": 0,
  "fmax_ev_per_a": 4.73
}

{
  "formula": "C4H4O",
  "method": "the ωB97M-V functional and the def2-TZVPD basis",
  "symbols": ["C", "C", "O", "C", "C", "H", "H", "H", "H"],
  "xyz": [[-0.9317, 0.3812, 0.0174], [-0.2448, -0.9369, 0.3411], [-0.8994, -1.8521, 0.7532], [1.2056, -0.7656, 0.0620], [1.7096, 0.2599, -0.3708], [-0.0254, 0.9910, -0.3943], [-1.3856, 0.7446, 0.9595], [-1.7852, 0.1535, -0.6524], [2.3569, 1.0243, -0.7157]],
  "lowdin_charge": [-0.0286, -0.4821, 0.0951, -0.0133, 0.1098, 0.0725, 0.0960, 0.0955, 0.0552],
  "homo_ha": -0.3764,
  "e_tot_ha": -229.92289,
  "de_lowest_ev": 2.859,
  "charge": 0,
  "fmax_ev_per_a": 3.11
}

{
  "formula": "C4H4O",
  "method": "the ωB97M-V functional and the def2-TZVPD basis",
  "symbols": ["C", "C", "C", "C", "O", "H", "H", "H", "H"],
  "xyz": [[0.9879, 0.4639, -0.6704], [-0.4537, 0.5260, -0.5086], [1.1505, -0.3335, 0.3670], [-0.9566, -0.5526, 0.0449], [1.2122, -0.9069, 1.4489], [1.7081, 1.2392, -0.9782], [-0.8727, 1.4121, -0.0761], [-1.8559, -0.3284, 0.5664], [-0.9199, -1.5199, -0.1939]],
  "lowdin_charge": [-0.0621, -0.1605, -0.2163, -0.0118, 0.0866, 0.1195, 0.1133, 0.0777, 0.0534],
  "homo_ha": -0.3221,
  "e_tot_ha": -229.91673,
  "de_lowest_ev": 3.026,
  "charge": 0,
  "fmax_ev_per_a": 5.65
}

{
  "formula": "C4H4O",
  "method": "the ωB97M-V functional and the def2-TZVPD basis",
  "symbols": ["C", "C", "C", "C", "O", "H", "H", "H", "H"],
  "xyz": [[-1.0160, 0.6349, -0.4592], [-0.8167, -0.7607, -0.0567], [-0.3754, 0.3248, 0.8808], [0.5638, -0.3662, 0.0018], [1.6919, -0.1617, -0.6415], [-0.6254, 1.0492, -1.2723], [-1.1707, -1.7456, -0.0703], [-0.4682, 0.3783, 1.9315], [2.2167, 0.6470, -0.3140]],
  "lowdin_charge": [0.0280, -0.1666, -0.1048, -0.2541, 0.0692, 0.0324, 0.1143, 0.1091, 0.1727],
  "homo_ha": -0.2779,
  "e_tot_ha": -229.82138,
  "de_lowest_ev": 5.621,
  "charge": 0,
  "fmax_ev_per_a": 5.23
}

{
  "formula": "C4H4O",
  "method": "the ωB97M-V functional and the def2-TZVPD basis",
  "symbols": ["C", "C", "C", "C", "O", "H", "H", "H", "H"],
  "xyz": [[2.1401, -0.6043, 0.3087], [1.1075, -0.0613, -0.0056], [-0.1708, 0.4085, -0.5178], [-1.3966, 0.0287, 0.1977], [-0.9516, 1.3811, 0.1505], [3.0636, -1.0377, 0.6275], [-0.1967, 0.5572, -1.5956], [-1.2773, -0.3989, 1.1932], [-2.2877, -0.2776, -0.3589]],
  "lowdin_charge": [0.1249, -0.0692, -0.3272, -0.1068, -0.0288, 0.0284, 0.1448, 0.1190, 0.1150],
  "homo_ha": -0.3699,
  "e_tot_ha": -229.93269,
  "de_lowest_ev": 2.592,
  "charge": 0,
  "fmax_ev_per_a": 0.89
}

{
  "formula": "C4H4O",
  "method": "the ωB97M-V functional and the def2-TZVPD basis",
  "symbols": ["C", "C", "O", "C", "C", "H", "H", "H", "H"],
  "xyz": [[-1.3219, 0.2576, 0.1478], [-0.1911, -0.6110, -0.3598], [-0.3879, -1.6359, -0.9758], [1.1712, -0.1579, -0.0750], [2.2915, 0.2290, 0.1436], [-1.9853, 0.4830, -0.6933], [-0.9632, 1.1850, 0.6003], [-1.9038, -0.3100, 0.8825], [3.2904, 0.5602, 0.3297]],
  "lowdin_charge": [-0.0186, -0.4746, 0.0896, -0.0412, 0.1463, 0.0904, 0.0793, 0.0918, 0.0369],
  "homo_ha": -0.3811,
  "e_tot_ha": -229.97783,
  "de_lowest_ev": 1.364,
  "charge": 0,
  "fmax_ev_per_a": 0.60
}

{
  "formula": "C4H4O",
  "method": "the ωB97M-V functional and the def2-TZVPD basis",
  "symbols": ["C", "C", "C", "C", "O", "H", "H", "H", "H"],
  "xyz": [[-2.2965, 0.6697, 0.1841], [-1.2955, 1.2121, -0.2263], [1.1535, -1.1705, -0.0244], [1.9036, -0.1262, 0.0396], [2.3579, 0.9745, 0.0095], [-2.9911, -0.1070, 0.0939], [1.4614, -2.1925, -0.3912], [-0.5592, 1.9556, -0.1388], [0.2660, -1.2158, 0.4537]],
  "lowdin_charge": [0.0089, -0.0003, 0.0032, -0.2617, 0.1245, 0.0060, 0.0943, 0.0161, 0.0090],
  "homo_ha": -0.3484,
  "e_tot_ha": -229.91046,
  "de_lowest_ev": 3.197,
  "charge": 0,
  "fmax_ev_per_a": 4.44
}

{
  "formula": "C4H4O",
  "method": "the ωB97M-V functional and the def2-TZVPD basis",
  "symbols": ["C", "C", "C", "C", "H", "H", "H", "H", "O"],
  "xyz": [[-1.0526, 0.6592, -0.0645], [0.3647, 1.0297, -0.0010], [1.1864, 0.0634, 0.0339], [-0.9650, -0.6978, 0.1030], [-1.8949, 1.4108, -0.2116], [0.7136, 2.0454, 0.2968], [2.2701, -0.0196, -0.1415], [-1.7098, -1.3335, 0.0855], [0.4274, -1.0538, -0.0572]],
  "lowdin_charge": [-0.0338, -0.1587, -0.1718, -0.0432, 0.1279, 0.1174, 0.1414, 0.0568, -0.0359],
  "homo_ha": -0.3375,
  "e_tot_ha": -229.97589,
  "de_lowest_ev": 1.417,
  "charge": 0,
  "fmax_ev_per_a": 8.04
}

{
  "formula": "C4H4O",
  "method": "the ωB97M-V functional and the def2-TZVPD basis",
  "symbols": ["C", "C", "C", "C", "O", "H", "H", "H", "H"],
  "xyz": [[-2.2801, 0.1937, 0.1633], [-1.1182, -0.0080, -0.0568], [1.4182, -0.2715, 0.4148], [0.2540, -0.0173, -0.4221], [1.0825, 1.0223, -0.0288], [-3.2970, 0.3091, 0.3951], [1.2717, -0.4047, 1.4825], [2.3171, -0.7024, -0.0077], [0.3518, -0.1212, -1.9403]],
  "lowdin_charge": [0.1404, -0.1060, -0.1203, -0.3696, -0.0378, 0.0228, 0.1184, 0.1086, 0.2435],
  "homo_ha": -0.3656,
  "e_tot_ha": -229.87486,
  "de_lowest_ev": 4.166,
  "charge": 0,
  "fmax_ev_per_a": 5.30
}